# 1
ORCA calculation (ωB97M-V/def2-TZVPD) on C32H43LaN3O as an isolated structure in a non-equilibrium geometry.

Structure (XYZ):
```
80
Properties=species:S:1:pos:R:3:forces:R:3
La 0.318 -0.395 1.013 -0.45 0.25 0.27
N -1.261 -3.130 2.736 -0.52 -1.30 0.39
N 2.802 -1.872 -0.272 0.86 -0.24 -0.17
C 0.665 2.503 0.879 0.37 -0.22 1.01
C 2.013 2.059 0.995 -0.78 -0.36 0.37
C 2.148 1.350 2.217 -1.13 0.49 0.12
C 3.352 0.617 2.678 0.60 -0.41 0.40
H 4.159 0.693 1.939 -0.14 -0.09 0.18
H 3.131 -0.454 2.832 0.16 0.35 -0.11
H 3.724 1.023 3.632 0.02 -0.08 -0.18
C 0.900 1.421 2.911 0.31 0.79 -0.91
C 0.588 0.797 4.223 -0.34 -0.17 0.63
H 0.503 1.551 5.023 0.02 -0.08 -0.06
H 1.367 0.082 4.513 -0.23 0.12 -0.05
H -0.370 0.244 4.194 0.54 0.21 0.12
C -0.015 2.159 2.087 1.10 -0.21 0.00
C -1.372 2.612 2.497 -0.46 0.04 0.17
H -1.927 1.818 3.013 0.07 0.26 -0.15
H -1.963 2.926 1.629 -0.01 -0.04 0.11
H -1.331 3.472 3.190 0.02 -0.19 -0.20
C 3.130 2.365 0.067 0.56 -0.10 -0.48
H 3.887 3.018 0.539 -0.26 -0.14 -0.10
H 2.770 2.883 -0.832 0.12 -0.15 0.13
H 3.658 1.451 -0.248 -0.12 0.25 -0.02
C 0.086 3.268 -0.259 -0.20 0.24 -0.25
H -0.946 2.949 -0.476 0.17 0.14 0.02
H 0.663 3.116 -1.177 -0.10 0.03 0.08
H 0.063 4.348 -0.049 -0.07 -0.11 -0.14
C -2.165 -4.033 2.416 0.52 -0.46 -0.74
H -3.045 -4.140 3.064 0.20 0.14 -0.07
C -2.068 -4.855 1.276 -0.57 -0.05 0.11
H -2.862 -5.575 1.089 0.18 0.08 -0.13
C -0.979 -4.689 0.413 0.28 0.48 0.20
H -0.897 -5.285 -0.501 -0.01 0.11 0.27
C 0.023 -3.781 0.750 -0.41 0.51 0.18
H 0.946 -3.660 0.165 -0.47 -0.13 0.33
C -0.095 -3.024 1.992 0.13 0.14 0.35
C 0.856 -2.094 2.453 1.18 -0.34 0.16
H 1.185 -2.145 3.501 -0.84 0.15 0.03
C 1.822 -1.131 -0.761 1.30 0.12 -1.90
C 3.706 -2.163 -1.287 -0.84 0.37 -0.13
H 4.598 -2.750 -1.136 -0.03 -0.10 0.08
C 3.264 -1.609 -2.453 -0.20 0.21 0.26
H 3.621 -1.700 -3.465 0.05 0.19 -0.05
N 2.103 -0.910 -2.122 0.78 -0.96 -0.20
C 1.308 -0.134 -2.992 0.03 0.37 0.41
C 1.829 1.054 -3.542 -0.80 -0.18 0.16
C 0.934 1.914 -4.189 0.05 -0.46 -0.19
H 1.301 2.871 -4.573 -0.11 -0.30 -0.01
C -0.406 1.566 -4.356 -0.06 0.12 0.11
C -1.328 2.420 -5.179 -0.17 0.24 -0.02
H -2.225 2.695 -4.607 0.16 0.02 -0.15
H -1.668 1.885 -6.080 0.13 0.14 0.23
H -0.815 3.333 -5.497 -0.19 -0.09 0.02
C -0.901 0.402 -3.771 0.34 -0.36 0.00
H -1.967 0.161 -3.851 0.32 0.04 -0.08
C -0.048 -0.485 -3.108 0.06 0.53 -0.27
C -0.548 -1.793 -2.574 -0.34 -0.53 0.32
H -0.389 -2.619 -3.286 -0.01 0.30 0.06
H -1.622 -1.747 -2.363 0.12 -0.02 -0.18
H -0.048 -2.103 -1.646 -0.15 0.13 -0.33
C 3.271 1.437 -3.415 0.39 0.39 0.04
H 3.841 1.178 -4.319 -0.16 -0.04 0.15
H 3.773 0.968 -2.566 -0.19 -0.02 -0.10
H 3.351 2.526 -3.292 0.00 -0.22 -0.05
C -2.792 -0.728 3.631 0.01 -0.07 0.61
C -3.270 -0.766 2.205 0.13 0.19 -0.52
O -2.226 -0.388 1.253 -1.20 0.21 -0.30
C -2.727 -0.361 -0.110 -0.10 -0.06 0.59
C -3.929 0.551 -0.327 -0.19 -0.02 -0.24
H -1.926 -1.387 3.802 -0.21 0.24 -0.28
H -3.614 -1.134 4.239 0.11 0.07 -0.08
H -2.596 0.283 4.008 -0.07 -0.22 -0.24
H -3.612 -1.780 1.947 0.13 0.19 -0.02
H -4.106 -0.064 2.065 0.22 -0.20 0.09
H -1.913 -0.011 -0.769 -0.04 -0.17 0.35
H -2.988 -1.394 -0.376 0.10 0.11 -0.12
H -4.847 0.121 0.097 0.27 0.23 -0.09
H -3.774 1.567 0.064 0.04 -0.34 -0.02
H -4.084 0.629 -1.413 0.01 0.03 0.22
```
Positions in Å, forces in eV/Å.

As for the HOMO-LUMO gap (alpha / beta): 4.254 / 4.253 eV. As for the total charge: -1. The calculation puts the total energy at -41257.8470 eV. Its molecular weight is 624.62 g/mol.



# 2
ORCA calculation (ωB97M-V/def2-TZVPD) on C32H43N3O2P2SY as an isolated structure in a non-equilibrium geometry.

Structure (XYZ):
```
84
Properties=species:S:1:pos:R:3:forces:R:3
Y 0.214 0.710 -1.410 0.78 -0.75 -0.01
C -2.546 -6.158 -1.106 -0.01 -0.05 0.00
C -3.487 -5.268 -1.609 -0.03 -0.01 -0.02
C -3.250 -3.905 -1.554 0.00 0.02 0.04
C -2.073 -3.412 -0.992 -0.01 -0.04 0.03
C -1.131 -4.312 -0.508 0.03 -0.03 -0.02
C -1.367 -5.679 -0.559 0.03 -0.05 0.02
P -1.693 -1.634 -0.831 0.09 0.18 -0.01
C -2.562 -0.992 -2.310 -0.23 0.15 0.08
C -3.483 0.050 -2.249 -0.07 -0.03 -0.03
C -4.069 0.539 -3.411 -0.04 0.04 -0.06
C -3.747 -0.012 -4.641 -0.01 0.00 0.03
C -2.825 -1.049 -4.708 -0.01 0.00 -0.01
C -2.226 -1.526 -3.554 0.13 -0.02 -0.07
C -2.775 -1.109 0.543 -0.06 -0.09 0.06
C -3.644 -1.926 1.220 0.06 0.04 -0.06
C -4.346 -1.445 2.345 -0.03 0.07 0.08
C -4.173 -0.157 2.766 -0.04 -0.08 0.02
C -3.282 0.713 2.090 -0.02 0.00 0.05
C -3.105 2.056 2.504 0.00 0.05 0.03
C -2.239 2.864 1.826 -0.02 0.01 0.01
C -1.505 2.361 0.724 -0.01 -0.01 0.00
C -1.623 1.064 0.255 -0.19 0.22 0.10
C -2.555 0.241 0.970 0.01 -0.05 0.01
H -2.729 -7.225 -1.154 0.01 0.00 0.00
H -4.405 -5.638 -2.049 0.00 -0.01 0.00
H -3.980 -3.211 -1.955 0.00 -0.01 0.01
H -0.193 -3.934 -0.117 0.01 0.01 0.01
H -0.619 -6.369 -0.187 0.00 -0.01 0.00
H -3.755 0.488 -1.298 0.02 -0.02 0.01
H -4.777 1.356 -3.344 -0.01 0.01 -0.02
H -4.202 0.371 -5.547 -0.01 0.01 -0.01
H -2.541 -1.466 -5.665 0.00 0.00 -0.01
H -1.452 -2.281 -3.617 -0.01 0.02 0.00
H -3.797 -2.949 0.902 0.01 -0.01 -0.01
H -5.029 -2.105 2.867 0.00 0.01 0.01
H -4.718 0.221 3.625 -0.01 -0.01 0.00
H -3.670 2.423 3.355 0.00 0.01 0.00
H -2.108 3.898 2.133 -0.01 0.00 0.02
H -0.814 3.051 0.239 0.01 0.00 -0.03
C 1.940 2.943 -3.883 0.10 0.01 0.03
C 2.346 2.972 -2.406 -0.11 0.16 0.07
C 2.713 4.404 -1.991 0.01 -0.06 -0.08
C 3.545 2.046 -2.185 0.04 0.03 -0.04
O 1.268 2.544 -1.616 -0.02 0.02 -0.04
H 2.750 3.290 -4.533 0.01 0.01 0.01
H 1.073 3.589 -4.036 -0.03 0.00 0.00
H 1.680 1.920 -4.166 -0.01 0.00 0.01
H 3.564 4.787 -2.562 0.00 -0.01 -0.01
H 2.971 4.431 -0.930 0.01 -0.02 0.04
H 1.860 5.065 -2.150 -0.04 0.01 0.00
H 4.410 2.361 -2.778 -0.01 0.00 0.00
H 3.271 1.025 -2.468 0.01 -0.01 0.01
H 3.827 2.061 -1.128 0.00 -0.02 0.04
S 1.057 -0.977 -3.008 0.00 0.09 -0.20
C 4.382 -0.463 0.328 -0.05 0.00 -0.05
N 3.776 0.375 1.356 -0.14 -0.04 0.05
C 4.720 0.994 2.254 0.00 0.05 0.08
P 2.150 0.239 1.644 0.02 0.01 0.09
O 1.489 -0.074 0.355 -0.33 0.18 -0.17
N 1.754 1.645 2.396 0.16 -0.10 0.05
C 0.932 1.760 3.585 -0.03 -0.03 -0.02
C 2.052 2.900 1.714 -0.02 -0.02 -0.04
N 1.764 -0.960 2.723 0.13 0.06 -0.10
C 2.572 -1.179 3.900 0.04 0.07 0.05
C 0.926 -2.081 2.331 -0.06 -0.01 -0.05
H 5.125 0.122 -0.219 -0.01 -0.01 -0.01
H 3.623 -0.794 -0.380 0.03 -0.01 -0.02
H 4.882 -1.334 0.770 0.00 0.00 -0.01
H 5.395 1.646 1.691 0.00 -0.01 0.01
H 5.332 0.249 2.780 -0.01 0.01 0.00
H 4.198 1.600 2.995 0.02 -0.01 0.00
H 0.621 0.775 3.923 0.00 0.02 0.02
H 0.032 2.340 3.365 -0.01 -0.01 0.00
H 1.484 2.256 4.392 -0.01 0.01 0.00
H 2.273 2.719 0.661 0.04 0.04 0.01
H 2.885 3.430 2.190 0.00 0.01 -0.02
H 1.169 3.540 1.739 -0.01 0.00 0.01
H 3.091 -0.262 4.184 0.01 -0.02 0.01
H 3.321 -1.966 3.745 -0.01 0.01 0.00
H 1.938 -1.475 4.742 0.00 0.00 -0.01
H 0.398 -1.833 1.413 -0.03 -0.04 0.02
H 0.197 -2.292 3.119 -0.01 0.00 -0.01
H 1.525 -2.983 2.157 0.00 0.01 0.01
```
Positions in Å, forces in eV/Å.

As for the HOMO-LUMO gap: 5.210 eV. As for the total charge: -1. The energy above the lowest of the compared OMol25 structures with the same formula, charge and spin comes out at 0.147 eV. The calculation puts the total energy at -72909.4450 eV. Its molecular weight is 684.64 g/mol.



# 3
ORCA calculation (ωB97M-V/def2-TZVPD) on one molecule with the formula C32H43N5O2.

Structure (XYZ):
```
82
Properties=species:S:1:pos:R:3:forces:R:3
O -2.775 -1.814 2.753 0.18 -0.03 0.23
C -2.812 -1.847 1.535 -0.02 -0.02 -0.01
C -1.562 -2.050 0.728 0.34 -0.06 0.09
C -1.030 -3.323 0.573 -0.13 0.05 0.02
C 0.166 -3.487 -0.108 0.01 0.13 -0.08
C 0.837 -2.392 -0.622 -0.23 0.18 -0.11
C 2.126 -2.521 -1.380 -0.01 -0.15 0.27
O 2.144 -2.650 -2.594 -0.15 0.11 -0.31
N 3.250 -2.441 -0.637 0.13 -0.22 0.02
C 3.288 -2.129 0.772 -0.20 0.28 0.41
C 3.720 -0.676 0.982 0.31 -0.20 0.03
C 5.080 -0.423 0.307 -0.20 0.02 -0.25
N 5.601 0.928 0.395 0.17 -0.14 0.02
C 4.729 2.022 0.003 -0.04 0.20 -0.11
C 4.113 2.616 1.288 -0.03 -0.03 -0.08
C 5.043 2.138 2.413 0.09 -0.06 0.03
C 6.139 1.337 1.681 0.12 0.11 0.12
C 5.008 -0.847 -1.167 0.10 -0.30 0.34
C 4.534 -2.296 -1.289 0.12 0.15 -0.51
C 0.297 -1.104 -0.483 -0.20 -0.43 0.21
N 0.970 -0.046 -1.073 0.35 -0.14 -0.49
C 0.843 1.307 -0.809 0.04 0.32 0.14
C 0.520 1.791 0.460 -0.02 -0.14 -0.04
C 0.440 3.153 0.683 -0.02 0.09 -0.04
C 0.702 4.053 -0.336 -0.02 0.16 0.08
C 1.064 3.579 -1.587 0.03 0.02 0.02
C 1.136 2.221 -1.823 -0.04 -0.12 -0.01
C -0.903 -0.949 0.205 0.04 -0.05 -0.03
N -3.954 -1.701 0.831 -0.17 0.08 0.04
C -4.023 -1.747 -0.616 0.10 -0.18 -0.53
C -5.329 -1.134 -1.125 -0.06 0.13 0.18
C -5.786 0.125 -0.370 -0.11 -0.19 -0.23
N -5.048 1.295 -0.801 -0.04 0.24 -0.02
C -3.647 1.425 -0.411 0.34 -0.07 -0.17
C -3.431 2.901 -0.058 -0.03 -0.04 -0.10
C -4.608 3.592 -0.741 -0.12 -0.08 0.12
C -5.717 2.563 -0.560 -0.12 0.14 -0.08
C -5.793 -0.127 1.163 0.00 -0.13 -0.14
C -5.207 -1.492 1.522 -0.18 0.16 0.45
H -1.545 -4.176 0.986 -0.04 -0.10 0.07
H 0.589 -4.472 -0.233 0.04 -0.10 -0.01
H 2.307 -2.305 1.216 0.18 -0.05 0.00
H 4.011 -2.801 1.249 -0.07 0.00 0.01
H 3.787 -0.473 2.051 -0.02 0.05 0.09
H 2.966 -0.015 0.553 -0.07 0.07 0.00
H 5.826 -1.064 0.795 -0.05 -0.01 -0.03
H 3.969 1.702 -0.708 -0.01 -0.01 -0.09
H 5.354 2.776 -0.487 -0.14 0.04 -0.05
H 4.068 3.701 1.228 -0.07 0.05 0.00
H 3.098 2.250 1.434 -0.01 0.02 0.00
H 4.507 1.506 3.121 -0.01 0.01 0.04
H 5.473 2.969 2.969 -0.01 0.01 0.09
H 6.489 0.479 2.254 0.07 -0.03 -0.04
H 6.996 1.989 1.483 0.02 -0.02 0.15
H 5.991 -0.733 -1.622 0.03 0.05 -0.01
H 4.312 -0.202 -1.705 -0.05 0.05 -0.07
H 4.410 -2.577 -2.336 0.09 -0.04 0.17
H 5.252 -2.973 -0.815 -0.02 0.00 -0.02
H 1.469 -0.284 -1.920 -0.09 0.05 0.03
H 0.353 1.103 1.274 -0.03 -0.06 0.07
H 0.182 3.513 1.668 -0.02 0.03 0.09
H 0.637 5.115 -0.155 0.00 0.10 0.02
H 1.288 4.271 -2.385 0.02 0.05 -0.07
H 1.417 1.852 -2.800 -0.01 -0.04 -0.11
H -1.330 0.035 0.311 -0.08 0.08 0.01
H -3.169 -1.213 -1.036 -0.10 -0.07 0.00
H -3.958 -2.790 -0.958 0.04 0.15 -0.06
H -6.127 -1.874 -1.051 0.00 -0.05 -0.03
H -5.208 -0.881 -2.178 -0.05 -0.05 -0.02
H -6.815 0.318 -0.696 0.11 -0.07 0.05
H -3.391 0.782 0.436 0.03 -0.04 -0.01
H -3.022 1.142 -1.266 0.14 -0.06 0.17
H -2.464 3.269 -0.397 0.05 0.00 0.06
H -3.492 3.045 1.023 0.01 0.01 0.03
H -4.853 4.556 -0.299 -0.01 0.06 -0.03
H -4.399 3.727 -1.802 -0.03 0.04 -0.06
H -6.136 2.634 0.457 -0.01 0.03 0.00
H -6.533 2.687 -1.276 -0.05 0.04 0.08
H -6.809 -0.067 1.554 -0.01 0.05 0.06
H -5.207 0.649 1.658 -0.01 0.03 0.06
H -4.999 -1.552 2.592 -0.10 -0.07 -0.18
H -5.905 -2.293 1.255 0.03 0.01 0.06
```
Positions in Å, forces in eV/Å.

As for the HOMO-LUMO gap: 8.595 eV. The energy above the lowest of the compared OMol25 structures with the same formula, charge and spin comes out at 0.198 eV. The SMILES is O=C(c1ccc(C(=O)N2CCC(N3CCCC3)CC2)c(Nc2ccccc2)c1)N1CCC(N2CCCC2)CC1. The calculation puts the total energy at -45428.7867 eV. Its molecular weight is 529.73 g/mol.



Q: Look up the molecular weight of the first one.
A: 624.62 g/mol



Q: Which formula does entry 3 have?
A: C32H43N5O2



Q: Among the records above, which one has the highest molecular weight?
A: C32H43N3O2P2SY